{"formula": "CHNO", "method": "the ωB97M-V functional and the def2-TZVPD basis", "species": ["N", "C", "O", "H"], "xyz": [[-0.339, 0.269, 0.627], [0.649, 0.471, 1.465], [1.531, 0.672, 2.325], [-0.128, -0.090, -0.341]], "atomic_forces_ev_per_a": [[4.7076, 0.6720, 3.0829], [0.6197, -0.2108, 0.1071], [-5.3341, -1.0378, -4.8071], [0.0068, 0.5766, 1.6171]], "nbo_charge": [-0.794, 0.872, -0.505, 0.426], "multiplicity": 1, "total_charge": 0, "relative_energy_kj_mol": 68.2, "smiles": "N=C=O", "homo_energy_ev": -11.1007, "lumo_energy_ev": 0.597}